1.
{"formula": "C2H2F2S", "method": "ωB97M-V/def2-TZVPD", "species": ["F", "C", "F", "C", "S", "H", "H"], "xyz": [[-1.2276, 1.0046, -0.5956], [-0.5146, -0.1120, -0.5038], [0.3488, -0.2839, -1.5610], [0.5767, 0.1728, 0.6155], [1.1967, -1.0716, 1.3944], [-1.1808, -0.9461, -0.2462], [0.8008, 1.2361, 0.8967]], "atomic_forces_ev_per_a": [[-0.83, 0.71, -1.09], [3.22, 0.79, 2.60], [-1.51, -0.18, -0.68], [-1.47, -0.29, 0.37], [0.35, -0.02, 0.20], [0.47, -0.10, -0.71], [-0.24, -0.91, -0.70]], "lowdin_charge": [0.06, -0.45, 0.03, -0.59, 0.73, 0.15, 0.08], "orbital_gap_ev": 8.6146, "e_lumo_ha": -0.023, "smiles": "FC(F)C=S", "multiplicity": 1, "charge": 0, "homo_energy_ev": -9.2}

2.
{"formula": "C2H2F2S2", "method": "ωB97M-V/def2-TZVPD", "species": ["F", "C", "S", "H", "F", "C", "S", "H"], "xyz": [[-0.0422, 2.2322, -0.7485], [0.1713, 1.7046, 0.4457], [-0.1322, 0.1707, 0.7832], [0.5632, 2.4437, 1.1342], [1.1505, -2.4600, -0.1981], [-0.1692, -2.5859, -0.2095], [-1.0018, -3.2142, 1.0020], [-0.5865, -2.2620, -1.1599]], "atomic_forces_ev_per_a": [[0.02, 0.22, -0.21], [-0.17, -0.77, 0.23], [0.13, 0.82, 0.05], [0.04, 0.13, 0.02], [0.18, 0.07, -0.06], [-0.55, -0.68, 0.19], [0.22, 0.12, -0.28], [0.12, 0.09, 0.05]], "lowdin_charge": [-0.02, -0.68, 0.79, 0.06, -0.05, -0.85, 0.69, 0.06], "orbital_gap_ev": 9.1127, "e_lumo_ha": -0.018, "smiles": "FC=S.FC=S", "multiplicity": 1, "charge": 0, "homo_energy_ev": -9.6}

3.
{"formula": "C2H2F3IS", "method": "ωB97M-V/def2-TZVPD", "species": ["C", "C", "F", "F", "F", "S", "I", "H", "H"], "xyz": [[-1.6796, 1.1582, -0.1994], [1.5495, -0.8174, 0.1610], [2.8036, -1.1946, 0.0511], [0.7638, -1.8706, 0.1124], [1.3711, -0.3391, 1.4141], [1.0890, 0.4723, -1.1133], [-2.7214, -0.6454, -0.0645], [-1.4559, 1.7239, 0.8548], [-1.7201, 1.5126, -1.2162]], "atomic_forces_ev_per_a": [[-0.44, 0.32, 3.04], [-0.92, 1.39, 0.50], [0.64, -0.06, -0.28], [-0.41, -0.73, -0.76], [0.34, 0.37, -0.16], [0.70, -1.13, 0.58], [0.45, 0.58, 0.09], [-0.60, -1.37, -3.28], [0.25, 0.62, 0.27]], "lowdin_charge": [-0.70, -1.02, 0.11, 0.08, 0.05, 0.78, 0.71, 0.05, -0.07], "orbital_gap_ev": [8.5871, 6.6641], "e_lumo_ha": [0.010, -0.118], "multiplicity": 3, "charge": 0, "homo_energy_ev": [-8.3, -9.9]}